The following is a DFT calculation (ωB97M-V with the def2-TZVPD basis set) of 2 unconnected molecules or ions with the total composition C2H6N2OS.

The value obtained for the total energy is -18027.988 eV. The energy relative to the best compared isomer or geometry (same formula, charge and spin) is 657.7 kJ/mol.

Structure (ORCA input):
```
! RIJCOSX wB97M-V def2-TZVPD def2/J DEFGRID3
* xyz 0 1
N -0.6608 -1.8259 -0.0938
N -1.5671 0.2259 0.2039
C -0.6801 -0.6123 -0.5257
H 3.0097 0.3135 -0.0938
H -1.6621 2.2006 0.0057
H 1.0099 -0.9420 0.6926
O -0.8972 1.5512 0.5087
H -1.9939 -0.3525 1.0065
S 0.7203 0.3603 -1.4840
H -0.2970 -2.3203 -0.9079
C 1.7064 0.2754 0.0661
H 1.3121 1.1261 0.6215
*
```